Below is C38H40As2FeNO4P as an isolated structure, with properties calculated with ωB97M-V/def2-TZVPD.

Results
Energy relative to the best compared isomer or geometry (same formula, charge and spin) in kJ/mol: 15.4
HOMO-LUMO gap (alpha / beta) in eV: 7.1 / 8.0
LUMO energy (alpha / beta) in eV: -0.08 / -0.10
HOMO level (alpha / beta) in Eh: -0.262 / -0.298
2S+1: 5

XYZ file:
```
87
C38H40As2FeNO4P, DFT ωB97M-V/def2-TZVPD
Fe 0.21 -0.66 -0.04
O -1.79 -1.39 -0.50
C -2.16 -2.53 -0.75
C -1.32 -3.69 -0.90
C -1.95 -4.92 -1.14
C -1.21 -6.06 -1.28
C 0.19 -6.02 -1.21
C 0.83 -4.83 -0.99
C 0.11 -3.61 -0.82
O 0.74 -2.53 -0.62
N -1.88 -7.33 -1.52
O -1.19 -8.32 -1.66
O -3.10 -7.32 -1.60
H -3.24 -2.71 -0.87
H -3.03 -4.97 -1.20
H 0.75 -6.94 -1.33
H 1.91 -4.78 -0.93
C -0.31 -0.27 4.05
As -0.87 0.17 2.23
C -2.77 -0.17 2.52
C -0.70 2.12 2.27
C 0.22 2.65 3.17
C 0.48 4.02 3.20
C -0.19 4.86 2.34
C -1.11 4.33 1.44
C -1.37 2.97 1.38
As -2.63 2.26 0.05
C -4.26 3.01 0.85
C -2.44 3.62 -1.35
H -0.88 0.32 4.76
H 0.75 -0.11 4.20
H -0.52 -1.33 4.20
H -3.20 0.61 3.15
H -2.85 -1.13 3.03
H -3.29 -0.22 1.57
H 0.75 2.01 3.86
H 1.21 4.41 3.90
H 0.00 5.93 2.35
H -1.62 5.01 0.77
H -4.12 4.07 1.10
H -4.51 2.46 1.76
H -5.08 2.92 0.15
H -2.68 4.62 -1.00
H -3.12 3.36 -2.16
H -1.42 3.61 -1.74
C 3.26 -0.83 -2.29
C 4.36 -1.22 -1.34
C 5.54 -1.75 -1.84
C 6.59 -2.11 -1.00
C 6.47 -1.92 0.37
C 5.30 -1.38 0.88
C 4.24 -1.03 0.05
P 2.67 -0.33 0.71
C 2.94 -0.47 2.52
C 3.22 0.62 3.34
C 3.39 0.47 4.71
C 3.27 -0.79 5.28
C 2.98 -1.88 4.47
C 2.79 -1.74 3.10
C 2.42 -2.95 2.28
C 2.79 1.43 0.30
C 3.90 2.21 0.65
C 3.90 3.57 0.43
C 2.78 4.17 -0.14
C 1.71 3.39 -0.54
C 1.69 2.00 -0.37
C 0.60 1.16 -0.96
H 3.52 -1.10 -3.31
H 3.08 0.25 -2.25
H 2.32 -1.33 -2.02
H 5.64 -1.90 -2.91
H 7.49 -2.53 -1.42
H 7.28 -2.18 1.03
H 5.21 -1.23 1.95
H 3.31 1.61 2.91
H 3.61 1.33 5.33
H 3.41 -0.93 6.35
H 2.87 -2.86 4.92
H 2.41 -3.84 2.90
H 3.12 -3.11 1.46
H 1.44 -2.83 1.83
H 4.76 1.73 1.09
H 4.76 4.17 0.71
H 2.75 5.24 -0.29
H 0.86 3.86 -1.03
H 0.92 0.84 -1.96
H -0.28 1.78 -1.14
```

Löwdin population analysis, charges in e, atoms 1 to 4: 0.508 -0.089 -0.171 -0.114